Molecular formula: C6H8OS2
Method: DFT, the ωB97M-V functional and the def2-TZVPD basis

Results
energy = -1104.8797 Eh
relative energy (zero: lowest compared OMol25 entry of this formula, charge and spin) = 60.7 kcal per mole
highest occupied orbital energy = -8.25 eV

The geometry in ORCA input format:
```
! RIJCOSX wB97M-V def2-TZVPD def2/J DEFGRID3
* xyz 0 1
C -0.284 0.761 2.090
S 0.066 -0.528 1.045
C -1.421 -0.835 0.102
O 0.380 -1.764 1.700
C 1.217 -0.305 -0.339
C 0.976 0.711 -1.247
C 2.118 0.943 -1.968
S 3.377 -0.177 -1.637
C 2.487 -0.833 -0.376
H 0.427 0.699 2.855
H 0.084 1.660 1.416
H -1.327 -0.228 -0.859
H -1.367 -1.856 -0.287
H -2.363 -0.783 0.769
H 0.024 1.229 -1.554
H 2.342 1.723 -2.766
H 2.941 -1.456 0.348
*
```

***

Molecular formula: C6H8S
Method: DFT, the ωB97M-V functional and the def2-TZVPD basis

Results
energy = -631.4598 Eh
relative energy (zero: lowest compared OMol25 entry of this formula, charge and spin) = 82.4 kcal per mole
highest occupied orbital energy (spin up / spin down) = -7.43 / -7.03 eV

The geometry in ORCA input format:
```
! RIJCOSX wB97M-V def2-TZVPD def2/J DEFGRID3
* xyz 0 1
C 0.847 1.341 0.058
C -0.437 1.256 -0.197
C 1.564 0.177 0.549
C -0.200 -1.155 -0.696
C 0.703 -0.983 0.476
C -1.200 0.028 -0.398
S -2.768 -0.004 0.282
H 1.396 2.286 -0.116
H -0.975 2.283 -0.226
H 2.402 -0.238 0.069
H 1.716 0.291 1.720
H 0.396 -0.798 -1.599
H -0.693 -2.071 -0.882
H 0.550 -1.478 1.435
H -3.302 -0.935 -0.474
*
```

***

Molecular formula: C6H8S
Method: DFT, the ωB97M-V functional and the def2-TZVPD basis

Results
energy = -631.2630 Eh
relative energy (zero: lowest compared OMol25 entry of this formula, charge and spin) = 205.9 kcal per mole
highest occupied orbital energy = -8.65 eV

The geometry in ORCA input format:
```
! RIJCOSX wB97M-V def2-TZVPD def2/J DEFGRID3
* xyz 0 1
C -1.046 -1.237 -0.003
C -1.886 -2.209 0.039
C 0.389 -1.206 -0.560
C -0.907 0.235 0.242
C 0.378 0.312 -0.617
C 1.659 0.963 -0.048
S -2.162 1.403 -0.093
H 1.096 -1.533 0.367
H 0.457 -1.794 -1.493
H -0.823 0.045 2.338
H 0.189 0.722 -1.534
H 1.772 0.534 0.855
H 1.439 1.922 0.187
H 2.427 0.705 -0.659
H -2.982 1.136 0.979
*
```

***

Molecular formula: C6H8S2
Method: DFT, the ωB97M-V functional and the def2-TZVPD basis

Results
energy = -1029.7666 Eh
relative energy (zero: lowest compared OMol25 entry of this formula, charge and spin) = 15.3 kcal per mole
highest occupied orbital energy = -8.63 eV

The geometry in ORCA input format:
```
! RIJCOSX wB97M-V def2-TZVPD def2/J DEFGRID3
* xyz 0 1
S -3.206 -0.528 -0.002
C -1.705 0.112 0.004
S -1.400 1.840 0.002
C -0.454 -0.738 0.002
C 0.445 -0.448 1.238
C 1.604 0.330 0.666
C 1.602 0.334 -0.663
C 0.441 -0.441 -1.238
H -2.678 2.202 -0.005
H -0.794 -1.762 -0.013
H -0.080 0.088 2.050
H 0.772 -1.352 1.677
H 2.360 0.819 1.264
H 2.375 0.811 -1.287
H -0.079 0.113 -2.018
H 0.798 -1.382 -1.675
*
```

***

Molecular formula: C6H8Si
Method: DFT, the ωB97M-V functional and the def2-TZVPD basis

Results
energy = -522.6650 Eh
relative energy (zero: lowest compared OMol25 entry of this formula, charge and spin) = 120.1 kcal per mole
highest occupied orbital energy (spin up / spin down) = -8.70 / -6.64 eV

The geometry in ORCA input format:
```
! RIJCOSX wB97M-V def2-TZVPD def2/J DEFGRID3
* xyz 0 1
C 1.656 -0.500 -0.622
C 0.631 -1.331 -0.479
C 0.995 1.810 -0.369
C 1.260 0.648 0.161
C 0.437 0.064 1.254
C -0.462 -0.777 0.325
Si -1.774 0.540 -0.272
H 2.528 -0.604 -1.306
H 0.369 -2.266 -0.969
H 1.239 2.201 -1.427
H 1.051 -0.591 1.814
H 0.006 0.771 1.925
H -0.850 -1.560 0.994
H -2.202 1.306 -1.444
H -2.518 0.941 0.890
*
```

***

Molecular formula: C6H9B3F12N3Ni
Method: DFT, the ωB97M-V functional and the def2-TZVPD basis

Results
energy = -3180.3578 Eh
relative energy (zero: lowest compared OMol25 entry of this formula, charge and spin) = 21.4 kcal per mole
highest occupied orbital energy (spin up / spin down) = -8.30 / -8.30 eV

The geometry in ORCA input format:
```
! RIJCOSX wB97M-V def2-TZVPD def2/J DEFGRID3
* xyz -1 3
Ni 0.091 0.113 -0.325
B -0.453 -2.550 1.509
F -1.628 -3.031 0.879
F 0.180 -1.663 0.534
F -0.756 -1.836 2.651
F 0.414 -3.615 1.754
B 0.821 2.316 -1.568
F 0.884 3.329 -2.488
F 0.707 1.010 -2.162
F 1.898 2.337 -0.700
F -0.385 2.373 -0.771
B 1.503 0.808 2.715
F 2.093 -0.422 2.931
F 2.433 1.849 2.808
F 0.968 0.837 1.342
F 0.409 1.046 3.571
C -2.856 1.400 3.052
C -2.173 0.907 1.853
N -1.619 0.542 0.930
H -2.088 1.597 3.795
H -3.564 0.624 3.331
H -3.373 2.314 2.766
C 4.479 -0.020 -2.289
C 3.322 -0.485 -1.555
N 2.403 -0.805 -0.959
H 5.247 -0.792 -2.339
H 4.932 0.821 -1.764
H 4.209 0.279 -3.298
C -3.375 -1.780 -2.909
C -2.286 -1.120 -2.232
N -1.438 -0.605 -1.674
H -3.019 -2.526 -3.618
H -3.880 -1.047 -3.548
H -4.097 -2.208 -2.223
*
```

***

Molecular formula: C6H9Br3NO6S2V
Method: DFT, the ωB97M-V functional and the def2-TZVPD basis

Results
energy = -10202.2240 Eh
highest occupied orbital energy = -9.35 eV

The geometry in ORCA input format:
```
! RIJCOSX wB97M-V def2-TZVPD def2/J DEFGRID3
* xyz 0 1
C -2.239 -1.028 0.782
C -2.112 -2.148 -0.267
C -0.823 -2.123 -1.115
Br 0.641 -2.738 0.094
S -0.345 -0.430 -1.678
O 0.453 -0.643 -2.858
O -1.561 0.291 -1.893
N 0.616 0.149 -0.481
S 0.741 1.735 -0.485
O 0.330 2.404 -1.667
O 2.207 2.007 -0.272
C -0.051 2.343 0.991
Br -1.217 3.876 0.914
C 0.154 1.781 2.166
C 1.069 0.593 2.391
Br -0.677 2.436 3.772
H -1.281 -0.656 1.154
H -2.915 -1.288 1.606
H -2.718 -0.169 0.288
H -2.089 -3.102 0.284
H -2.973 -2.221 -0.944
H -0.822 -2.831 -1.942
H 1.413 0.510 3.423
H 1.898 0.616 1.675
H 0.490 -0.304 2.121
O 5.068 -0.546 -3.830
V 4.146 0.394 -2.744
O 3.224 1.368 -1.739
*
```

***

Molecular formula: C6H9ClN2O
Method: DFT, the ωB97M-V functional and the def2-TZVPD basis

Results
energy = -878.8413 Eh
relative energy (zero: lowest compared OMol25 entry of this formula, charge and spin) = 59.0 kcal per mole
highest occupied orbital energy (spin up / spin down) = -8.70 / -8.71 eV

The geometry in ORCA input format:
```
! RIJCOSX wB97M-V def2-TZVPD def2/J DEFGRID3
* xyz 0 1
C -0.762 -2.275 -1.780
C -1.017 -1.292 -0.894
N -2.217 -0.589 -1.084
N -2.323 0.247 -0.113
O -3.290 0.986 -0.030
C -1.312 0.032 0.983
C -0.806 1.354 1.513
C -0.322 -0.834 0.345
C 1.073 -0.215 -0.084
Cl 0.016 -2.376 1.209
H -1.302 -2.416 -2.741
H 0.109 -2.922 -1.642
H -1.732 -0.537 1.859
H -1.660 1.930 1.966
H -0.360 1.954 0.857
H -0.077 1.041 2.339
H 0.956 0.896 -0.328
H 1.609 -0.687 -1.029
H 1.791 -0.283 0.811
*
```